# 1
C20H40CrN5SSi | ωB97M-V with the def2-TZVPD basis set

Energy relative to the best compared isomer or geometry (same formula, charge and spin)   10.7 kcal per mole
F_max   0.85 eV/Å
Charge   +2
Gap between HOMO and LUMO (alpha / beta)   8.26 / 8.42 eV
HOMO level (alpha / beta)   -0.52556 / -0.49908 Ha
Spin multiplicity   4

XYZ file:
```
68
Properties=species:S:1:pos:R:3:lowdin_charge:R:1
Cr 0.407 0.015 -0.283 0.604
C 2.290 1.796 -2.287 -0.154
C 2.731 1.853 -0.810 -0.149
N 1.544 1.809 0.084 -0.132
C 0.729 3.051 -0.053 -0.142
C -0.757 2.751 0.038 -0.152
N -1.105 1.476 -0.641 -0.124
C -1.412 1.654 -2.089 -0.168
C -0.149 1.962 -2.885 -0.151
N 0.989 1.110 -2.450 -0.084
H 3.065 1.285 -2.859 0.127
H 2.236 2.800 -2.703 0.123
H 3.314 2.757 -0.631 0.138
H 3.370 1.016 -0.546 0.102
H 1.880 1.773 1.041 0.081
H 0.976 3.518 -1.002 0.109
H 1.011 3.764 0.721 0.139
H -1.330 3.574 -0.391 0.145
H -1.060 2.655 1.075 0.074
H -1.948 1.129 -0.182 0.103
H -2.136 2.459 -2.219 0.137
H -1.873 0.741 -2.449 0.082
H 0.126 3.008 -2.767 0.115
H -0.366 1.827 -3.944 0.139
H 1.087 0.361 -3.113 0.071
C 1.745 -2.548 0.978 -0.193
C 2.641 -2.597 -0.236 -0.165
N 2.393 -1.437 -1.127 -0.067
C 2.230 -1.880 -2.528 -0.239
C 0.858 -2.466 -2.886 -0.369
S -0.608 -1.625 -2.192 0.949
C -1.298 -2.938 -1.162 -0.399
C -0.303 -3.406 -0.107 -0.224
N 0.357 -2.272 0.569 -0.148
H 2.068 -1.734 1.629 0.102
H 1.829 -3.476 1.547 0.144
H 2.476 -3.518 -0.796 0.118
H 3.680 -2.621 0.085 0.140
H 3.226 -0.867 -1.117 0.096
H 2.971 -2.646 -2.766 0.135
H 2.471 -1.049 -3.185 0.103
H 0.784 -3.509 -2.583 0.083
H 0.743 -2.452 -3.968 0.093
H -1.622 -3.760 -1.798 0.101
H -2.190 -2.498 -0.714 0.070
H 0.455 -4.028 -0.575 0.106
H -0.813 -4.041 0.617 0.142
H -0.152 -2.099 1.426 0.014
C 0.099 -1.174 3.419 -0.186
Si -0.202 0.252 2.228 0.636
C 0.577 1.727 3.087 -0.195
C -2.062 0.472 2.126 -0.325
C -2.715 1.602 2.637 -0.097
C -4.098 1.730 2.553 -0.050
C -4.856 0.731 1.956 -0.054
C -4.232 -0.405 1.452 -0.061
C -2.851 -0.528 1.540 -0.120
H -0.256 -0.818 4.392 0.062
H 1.156 -1.435 3.533 0.041
H -0.468 -2.090 3.213 0.048
H 0.161 1.771 4.100 0.060
H 0.398 2.703 2.625 0.027
H 1.660 1.592 3.207 0.050
H -2.145 2.388 3.128 0.107
H -4.586 2.607 2.967 0.119
H -5.934 0.829 1.897 0.118
H -4.825 -1.197 1.007 0.114
H -2.382 -1.438 1.168 0.080
```

=====

# 2
C42H67N3O30S2 | ωB97M-V with the def2-TZVPD basis set

F_max   3.18 eV/Å
Gap between HOMO and LUMO   8.77 eV
HOMO level   -0.35330 Ha

XYZ file:
```
144
Properties=species:S:1:pos:R:3:lowdin_charge:R:1
O 15.314 -9.329 13.505 0.089
N 15.903 -8.828 12.578 -0.363
O 16.896 -8.135 12.661 0.077
C 15.477 -9.241 11.215 -0.140
C 15.476 -8.330 10.172 -0.002
C 14.635 -8.531 9.082 -0.056
C 14.054 -9.764 8.868 -0.056
C 14.064 -10.736 9.895 -0.026
C 14.803 -10.455 11.045 -0.012
H 16.017 -7.404 10.323 0.120
H 14.583 -7.688 8.402 0.110
H 13.588 -9.917 7.903 0.049
H 13.743 -11.748 9.697 0.099
H 14.958 -11.283 11.724 0.118
O 11.863 -8.149 4.834 0.059
N 12.370 -7.104 5.235 -0.308
O 13.052 -6.417 4.467 0.062
C 12.118 -6.670 6.596 -0.127
C 12.473 -5.382 7.019 0.000
C 12.272 -5.018 8.333 -0.066
C 11.633 -5.890 9.229 -0.040
C 11.356 -7.172 8.756 -0.088
C 11.633 -7.635 7.477 -0.012
H 12.855 -4.662 6.309 0.118
H 12.664 -4.076 8.695 0.107
H 11.648 -5.599 10.269 0.113
H 11.109 -7.875 9.543 0.116
H 11.368 -8.636 7.181 0.064
O 1.074 -10.478 8.670 0.070
N 1.764 -10.842 9.599 -0.325
O 1.646 -11.973 10.070 0.057
C 2.946 -10.084 9.986 -0.147
C 4.046 -10.657 10.589 -0.004
C 5.243 -9.992 10.761 -0.046
C 5.260 -8.660 10.413 -0.061
C 4.130 -8.030 9.912 -0.032
C 2.936 -8.732 9.633 0.032
H 4.001 -11.733 10.717 0.113
H 6.135 -10.495 11.104 0.096
H 6.170 -8.075 10.358 0.083
H 4.122 -6.969 9.703 0.088
H 2.131 -8.371 9.009 0.104
C 5.398 -14.118 9.003 -0.049
C 5.694 -15.134 10.107 -0.233
O 6.332 -14.541 11.240 -0.275
S 7.826 -13.956 11.182 0.615
C 8.367 -14.393 12.840 -0.094
O 8.624 -14.690 10.218 -0.280
O 7.586 -12.538 11.066 -0.298
H 6.057 -13.257 9.135 0.055
H 4.434 -13.604 9.011 0.067
H 5.549 -14.546 8.012 0.085
H 4.791 -15.631 10.458 0.123
H 6.345 -15.928 9.736 0.112
H 9.138 -13.655 13.051 0.073
H 8.709 -15.415 12.717 0.071
H 7.523 -14.242 13.507 0.073
C 18.628 -10.361 2.926 -0.067
C 17.306 -10.938 3.415 -0.284
O 16.668 -10.035 4.325 -0.252
S 15.047 -9.763 4.193 0.633
C 14.896 -8.743 2.742 -0.100
O 14.327 -11.003 4.029 -0.285
O 14.622 -8.903 5.281 -0.294
H 19.430 -10.074 3.601 0.079
H 18.632 -9.645 2.103 0.076
H 19.013 -11.230 2.372 0.081
H 16.751 -11.305 2.544 0.120
H 17.333 -11.890 3.953 0.124
H 15.555 -9.082 1.944 0.067
H 15.053 -7.715 3.049 0.070
H 13.876 -8.993 2.450 0.075
C 12.123 -10.661 6.794 -0.052
O 10.751 -10.740 6.391 -0.006
C 9.874 -10.203 7.269 -0.580
O 10.127 -9.663 8.311 0.129
O 8.662 -10.492 6.845 0.000
C 7.499 -10.322 7.622 -0.023
H 12.636 -11.230 6.023 0.109
H 12.340 -11.025 7.795 0.086
H 12.462 -9.631 6.685 0.040
H 7.263 -11.214 8.206 0.099
H 6.665 -10.251 6.926 0.075
H 7.380 -9.447 8.259 0.075
C 3.454 -4.795 8.000 -0.064
O 4.111 -5.786 7.243 -0.008
C 3.382 -6.834 6.821 -0.601
O 2.223 -7.025 7.051 0.133
O 4.271 -7.586 6.164 0.014
C 3.888 -8.897 5.862 -0.056
H 2.532 -4.421 7.545 0.098
H 4.050 -3.889 8.078 0.089
H 3.165 -5.171 8.982 0.089
H 2.805 -9.020 5.778 0.102
H 4.282 -9.673 6.516 0.082
H 4.239 -9.087 4.846 0.089
C 8.104 -5.996 4.686 -0.057
O 7.213 -7.048 4.906 0.021
C 7.522 -8.318 4.645 -0.587
O 6.672 -9.157 4.567 0.131
O 8.833 -8.486 4.489 -0.018
C 9.407 -9.626 3.842 -0.016
H 8.812 -6.123 3.864 0.099
H 8.783 -5.774 5.518 0.084
H 7.502 -5.101 4.539 0.101
H 8.725 -10.469 3.961 0.094
H 10.284 -9.907 4.417 0.063
H 9.676 -9.465 2.801 0.103
C 6.554 -3.112 10.800 0.002
O 6.263 -4.107 9.779 -0.023
C 6.880 -5.274 9.796 -0.612
O 6.928 -6.016 10.757 0.103
O 7.486 -5.533 8.652 0.036
C 8.127 -6.773 8.458 -0.039
H 7.019 -2.243 10.343 0.092
H 6.978 -3.529 11.707 0.098
H 5.526 -2.796 10.989 0.093
H 7.476 -7.533 8.025 0.083
H 8.494 -7.235 9.377 0.098
H 9.039 -6.646 7.882 0.077
C 9.603 -13.723 6.849 -0.046
O 10.666 -13.694 7.760 0.026
C 11.616 -14.581 7.651 -0.600
O 11.665 -15.568 6.970 0.136
O 12.571 -14.239 8.563 -0.031
C 13.771 -15.012 8.597 -0.040
H 9.019 -14.648 6.940 0.103
H 9.920 -13.864 5.812 0.109
H 8.845 -12.949 6.903 0.071
H 13.849 -15.508 9.564 0.093
H 14.584 -14.317 8.406 0.091
H 13.694 -15.832 7.882 0.088
C 6.124 -12.378 5.275 -0.023
O 4.983 -12.096 6.065 -0.008
C 3.854 -12.722 5.886 -0.637
O 3.639 -13.548 5.025 0.114
O 2.998 -12.354 6.832 -0.028
C 1.677 -12.931 6.954 -0.006
H 6.141 -13.374 4.833 0.102
H 7.031 -12.236 5.855 0.063
H 6.158 -11.679 4.438 0.095
H 1.477 -13.466 6.023 0.091
H 0.973 -12.122 7.084 0.078
H 1.823 -13.679 7.729 0.096
```

=====

# 3
C5H6ClNO | ωB97M-V with the def2-TZVPD basis set

Energy relative to the best compared isomer or geometry (same formula, charge and spin)   66.7 kcal per mole
F_max   0.91 eV/Å
Gap between HOMO and LUMO   11.01 eV
HOMO level   -0.36902 Ha

XYZ file:
```
14
Properties=species:S:1:pos:R:3:lowdin_charge:R:1
C -1.316 0.012 -0.421 -0.567
C -0.393 0.952 0.379 -0.253
C -0.395 -0.983 0.322 -0.230
C 0.952 -0.740 -0.418 -0.185
C 0.943 0.760 -0.379 -0.188
H -1.283 0.061 -1.485 0.098
H -0.688 1.944 0.718 0.153
H -0.703 -2.000 0.602 0.156
H 1.243 -1.330 -1.264 0.134
H 1.783 -0.068 1.298 0.093
H 1.224 1.433 -1.172 0.139
N 1.961 -0.003 0.317 0.091
O -0.317 -0.037 1.416 -0.075
Cl -3.011 -0.002 0.086 0.634
```

=====

# 4
C3H3NO2 | ωB97M-V with the def2-TZVPD basis set

Energy relative to the best compared isomer or geometry (same formula, charge and spin)   64.3 kcal per mole
F_max   9.19 eV/Å
Gap between HOMO and LUMO   11.69 eV
HOMO level   -0.41098 Ha

XYZ file:
```
9
Properties=species:S:1:pos:R:3:lowdin_charge:R:1
N 0.195 2.128 1.705 0.135
C -0.002 0.969 1.290 -0.151
C -0.503 -0.275 0.635 -0.089
O -0.494 0.265 -0.822 -0.003
C 0.546 -0.328 -1.335 -0.414
O 1.434 -1.002 -0.852 0.062
H 0.032 -1.237 0.802 0.126
H -1.605 -0.429 1.033 0.165
H 0.397 -0.091 -2.456 0.169
```

=====

Calculated total energy? In order: -2791.529783, -4858.020790, -784.215465, -321.275214 Ha.